# 1
{"formula": "C5H10O2S", "method": "ωB97M-V/def2-TZVPD", "homo_ev": [-13.69, -13.68], "total_charge": 1, "multiplicity": 2, "gap_ev": [10.267, 5.264], "elements": ["O", "C", "O", "C", "C", "C", "S", "C", "H", "H", "H", "H", "H", "H", "H", "H", "H", "H"], "xyz": [[1.235, -1.090, -3.247], [1.283, -1.224, -2.057], [1.859, -2.293, -1.493], [0.699, -0.256, -1.053], [0.397, -0.925, 0.303], [0.133, 0.242, 1.327], [-1.663, 0.305, 1.603], [-2.138, 2.045, 1.337], [2.117, -2.921, -2.168], [1.275, 0.666, -0.977], [-0.187, 0.115, -1.581], [1.131, -1.659, 0.610], [-0.542, -1.481, 0.262], [0.644, 0.198, 2.292], [0.396, 1.234, 0.961], [-3.063, 2.158, 1.895], [-1.377, 2.718, 1.732], [-2.201, 2.169, 0.255]]}

# 2
{"formula": "C40H99NO27S", "method": "ωB97M-V/def2-TZVPD", "homo_ev": -9.30, "smiles": "COCCCCCCCCCCCC[C@@H]1OC(=O)O[C@@]1(C[C@@H](O)CN)C[SH](=O)=O.OCCO.OCCO.OCCO.OCCO.OCCO.OCCO.OCCO.OCCO.OCCO.OCCO", "multiplicity": 1, "gap_ev": 9.614, "elements": ["C", "O", "C", "C", "C", "C", "C", "C", "C", "C", "C", "C", "C", "C", "C", "O", "C", "O", "O", "C", "C", "C", "O", "C", "N", "C", "S", "O", "O", "H", "H", "H", "H", "H", "H", "H", "H", "H", "H", "H", "H", "H", "H", "H", "H", "H", "H", "H", "H", "H", "H", "H", "H", "H", "H", "H", "H", "H", "H", "H", "H", "H", "H", "H", "H", "H", "H", "H", "C", "C", "O", "O", "H", "H", "H", "H", "H", "H", "C", "C", "O", "O", "H", "H", "H", "H", "H", "H", "C", "C", "O", "O", "H", "H", "H", "H", "H", "H", "C", "C", "O", "O", "H", "H", "H", "H", "H", "H", "C", "C", "O", "O", "H", "H", "H", "H", "H", "H", "C", "C", "O", "O", "H", "H", "H", "H", "H", "H", "C", "C", "O", "O", "H", "H", "H", "H", "H", "H", "C", "C", "O", "O", "H", "H", "H", "H", "H", "H", "C", "C", "O", "O", "H", "H", "H", "H", "H", "H", "C", "C", "O", "O", "H", "H", "H", "H", "H", "H"], "xyz": [[4.635, -1.548, 2.789], [3.856, -1.991, 1.701], [3.544, -0.902, 0.824], [2.319, -1.216, -0.017], [0.978, -0.869, 0.650], [0.818, -1.323, 2.102], [-0.328, -0.600, 2.828], [-1.721, -1.036, 2.365], [-2.844, -0.410, 3.233], [-3.575, 0.754, 2.551], [-2.877, 2.098, 2.854], [-3.085, 3.135, 1.743], [-2.122, 2.952, 0.561], [-0.625, 3.189, 0.819], [-0.280, 4.648, 1.104], [0.026, 5.264, -0.179], [0.800, 6.335, 0.032], [0.985, 7.190, -0.748], [1.352, 6.284, 1.247], [0.999, 5.024, 1.910], [2.208, 4.092, 1.705], [3.289, 4.090, 2.806], [3.256, 2.928, 3.634], [4.696, 4.225, 2.216], [4.950, 3.313, 1.103], [0.714, 5.494, 3.345], [0.501, 4.203, 4.562], [-0.610, 4.548, 5.403], [0.549, 2.921, 3.914], [5.492, -0.950, 2.448], [4.040, -0.924, 3.473], [4.989, -2.421, 3.339], [3.347, -0.016, 1.448], [4.425, -0.716, 0.197], [2.343, -2.265, -0.326], [2.398, -0.639, -0.945], [0.781, 0.210, 0.571], [0.189, -1.351, 0.058], [0.606, -2.398, 2.137], [1.732, -1.141, 2.674], [-0.227, 0.473, 2.602], [-0.219, -0.718, 3.906], [-1.861, -0.730, 1.323], [-1.802, -2.125, 2.450], [-3.561, -1.192, 3.503], [-2.407, -0.056, 4.174], [-3.624, 0.601, 1.468], [-4.598, 0.817, 2.943], [-1.811, 1.901, 2.955], [-3.221, 2.490, 3.814], [-2.994, 4.153, 2.150], [-4.099, 3.027, 1.351], [-2.430, 3.627, -0.249], [-2.253, 1.934, 0.174], [-0.232, 2.547, 1.606], [-0.080, 2.919, -0.093], [-1.160, 5.188, 1.466], [1.879, 3.070, 1.498], [2.697, 4.426, 0.784], [3.184, 4.956, 3.473], [2.494, 2.378, 3.410], [4.835, 5.267, 1.905], [5.381, 4.037, 3.052], [5.901, 2.973, 1.138], [4.330, 2.513, 1.123], [-0.197, 6.096, 3.372], [1.531, 6.141, 3.673], [1.628, 4.332, 5.305], [-6.590, 0.235, -1.073], [-6.439, 1.581, -0.404], [-5.062, 1.961, -0.474], [-5.739, -0.706, -0.435], [-7.613, -0.136, -1.012], [-6.315, 0.326, -2.131], [-6.682, 1.503, 0.655], [-7.079, 2.339, -0.865], [-4.853, 2.164, -1.394], [-4.938, -0.220, -0.194], [3.789, -4.774, -0.302], [2.907, -6.001, -0.305], [3.275, -6.853, -1.392], [3.678, -4.093, -1.544], [3.499, -4.078, 0.484], [4.834, -5.071, -0.133], [1.872, -5.709, -0.487], [2.958, -6.539, 0.646], [4.126, -7.255, -1.185], [3.606, -4.772, -2.230], [-0.482, -6.238, -3.842], [0.786, -6.037, -4.639], [1.919, -6.227, -3.790], [-0.519, -5.342, -2.740], [-1.361, -6.051, -4.459], [-0.526, -7.272, -3.471], [0.835, -5.013, -4.996], [0.826, -6.716, -5.497], [1.992, -7.157, -3.552], [0.389, -5.286, -2.413], [1.488, -4.304, -7.542], [1.810, -4.678, -8.972], [1.018, -3.910, -9.879], [0.100, -4.488, -7.283], [2.052, -4.926, -6.848], [1.749, -3.253, -7.363], [1.543, -5.718, -9.154], [2.876, -4.545, -9.179], [1.333, -3.000, -9.859], [-0.348, -4.215, -8.094], [0.207, 5.474, -3.596], [-0.985, 5.947, -4.395], [-2.191, 5.441, -3.819], [0.233, 4.050, -3.543], [1.139, 5.818, -4.052], [0.160, 5.856, -2.574], [-0.944, 5.546, -5.407], [-1.011, 7.039, -4.445], [-2.327, 5.892, -2.978], [-0.689, 3.765, -3.490], [0.017, -3.922, 5.032], [0.681, -4.678, 6.162], [-0.085, -4.566, 7.363], [-0.151, -2.558, 5.365], [0.629, -3.971, 4.129], [-0.961, -4.375, 4.811], [1.650, -4.233, 6.386], [0.827, -5.729, 5.894], [-0.893, -5.078, 7.251], [-0.384, -2.513, 6.304], [-5.006, -1.420, -5.792], [-4.255, -0.176, -5.368], [-4.786, 0.326, -4.141], [-6.392, -1.150, -5.937], [-4.637, -1.777, -6.755], [-4.859, -2.209, -5.044], [-4.394, 0.616, -6.104], [-3.186, -0.386, -5.269], [-4.531, -0.304, -3.451], [-6.624, -0.559, -5.209], [1.232, 1.094, 8.193], [0.023, 0.400, 7.609], [0.153, -1.016, 7.751], [2.423, 0.652, 7.566], [1.162, 2.173, 8.045], [1.286, 0.897, 9.273], [-0.034, 0.586, 6.536], [-0.900, 0.754, 8.078], [0.047, -1.248, 8.680], [2.316, -0.296, 7.415], [4.476, 4.973, -3.601], [3.516, 3.880, -3.191], [2.990, 4.153, -1.890], [5.536, 5.086, -2.665], [4.915, 4.757, -4.576], [3.938, 5.931, -3.665], [4.047, 2.931, -3.112], [2.697, 3.769, -3.908], [2.375, 4.891, -1.978], [5.141, 4.949, -1.793], [-3.458, -3.469, -2.379], [-2.793, -3.956, -1.111], [-3.731, -3.985, -0.032], [-4.039, -2.188, -2.186], [-2.725, -3.391, -3.181], [-4.239, -4.180, -2.686], [-2.016, -3.254, -0.808], [-2.337, -4.937, -1.267], [-4.358, -4.698, -0.196], [-4.445, -2.181, -1.306]]}

# 3
{"formula": "C2HCl3FN", "method": "ωB97M-V/def2-TZVPD", "homo_ev": -9.58, "multiplicity": 1, "gap_ev": 9.352, "elements": ["C", "C", "N", "F", "Cl", "Cl", "Cl", "H"], "xyz": [[-0.740, 0.649, 0.376], [0.635, -0.905, -0.511], [-0.180, 1.471, 0.991], [-1.939, 0.287, 0.055], [2.250, -0.208, -0.114], [0.508, -2.514, 0.131], [0.286, -0.957, -2.237], [-0.821, 2.177, 1.309]]}